DFT (ωB97M-V/def2-TZVPD) results for a 3-piece molecular cluster, C26H32N2O6S overall.

Computed properties:
HOMO level: -0.2805 hartree
Lowest unoccupied orbital energy: 0.4052 eV
SMILES: NCCCc1cc(CCOC=O)c2c(c1)Nc1ccccc1S2.O=C1CCCO1.O=C1CCCO1

Geometry as ORCA input:
```
! wB97M-V def2-TZVPD RIJCOSX def2/J DEFGRID3
* xyz 0 1
N 0.31137 -3.55017 1.48501
C -0.00960 -4.83208 0.87079
C 0.07981 -4.95559 -0.68025
C 0.34417 -3.65999 -1.43006
C -0.73684 -2.60498 -1.35270
C -0.41473 -1.29242 -1.68896
C -1.35936 -0.27227 -1.61821
C -0.98651 1.13990 -1.99553
C 0.40268 1.56350 -1.53909
O 0.55526 1.34528 -0.12500
C 0.03567 2.27991 0.68300
O 0.06251 3.46533 0.48804
C -2.65849 -0.58979 -1.20668
C -2.99769 -1.90339 -0.88189
C -2.03321 -2.90644 -0.94986
N -4.31464 -2.20187 -0.47698
C -4.88751 -1.35260 0.48723
C -5.57144 -1.86000 1.58718
C -6.11560 -0.99989 2.52949
C -5.97002 0.37421 2.38613
C -5.29382 0.88719 1.28888
C -4.76489 0.02681 0.33571
S -3.93927 0.63683 -1.10322
H 1.17938 -3.15790 1.15381
H -0.43391 -2.88029 1.36976
H 0.63618 -5.58173 1.32877
H -1.02560 -5.07503 1.18381
H -0.82904 -5.43461 -1.05054
H 0.88478 -5.65447 -0.91656
H 1.27553 -3.22220 -1.06332
H 0.53158 -3.88712 -2.48308
H 0.59602 -1.08474 -2.01369
H -1.02609 1.25410 -3.08205
H -1.70177 1.85090 -1.57916
H 1.19045 1.01932 -2.05232
H 0.52867 2.62010 -1.77783
H -0.42214 1.84213 1.58000
H -2.31523 -3.91935 -0.68648
H -4.41909 -3.17418 -0.22722
H -5.68642 -2.93097 1.70620
H -6.63792 -1.39257 3.39124
H -6.38186 1.03663 3.13500
H -5.18227 1.95662 1.17056
O 2.24797 -0.21107 -3.61447
C 3.36778 0.10882 -3.89652
C 4.42091 0.71355 -2.98752
C 5.44625 1.25973 -3.97995
C 5.26407 0.31569 -5.16306
O 3.87460 -0.05950 -5.13395
H 4.82976 -0.08373 -2.36458
H 3.97985 1.47635 -2.35141
H 6.46706 1.28090 -3.60548
H 5.17181 2.27408 -4.27135
H 5.86396 -0.59142 -5.06725
H 5.47452 0.77736 -6.12394
O 2.07315 4.90327 6.87307
C 1.90667 4.57076 5.73818
C 2.88150 3.85441 4.82006
C 2.27069 4.07580 3.43743
C 0.78825 4.19629 3.76939
O 0.74169 4.78462 5.08069
H 2.89910 2.80006 5.10096
H 3.87778 4.27286 4.92943
H 2.48284 3.28662 2.71925
H 2.63108 5.01664 3.02017
H 0.29436 3.22240 3.81355
H 0.24524 4.83339 3.07740
*
```

DFT (ωB97M-V/def2-TZVPD) results for the molecule C26H32N4O3.

Computed properties:
HOMO level: -0.2911 hartree
Lowest unoccupied orbital energy: 0.6372 eV
SMILES: O=C(CCc1ccccc1)Nc1ccnn1C1CCN(Cc2ccc(OCCO)cc2)CC1

Geometry as ORCA input:
```
! wB97M-V def2-TZVPD RIJCOSX def2/J DEFGRID3
* xyz 0 1
O -2.47595 -0.67838 2.58374
C -3.17171 -1.13644 1.70616
C -4.68769 -1.05069 1.71229
C -5.15833 0.20454 0.95548
C -4.65781 0.22665 -0.46179
C -5.07770 -0.73524 -1.37499
C -4.58340 -0.74719 -2.66668
C -3.66527 0.20907 -3.06750
C -3.25602 1.18279 -2.17373
C -3.74828 1.18841 -0.87978
N -2.67020 -1.75222 0.59685
C -1.31924 -2.04600 0.38271
C -0.72966 -3.27663 0.16328
C 0.62755 -2.98463 0.01081
N 0.84733 -1.68760 0.12341
N -0.33655 -1.11914 0.33857
C -0.44984 0.31292 0.48435
C 0.17708 1.02533 -0.71274
C 0.07365 2.54447 -0.50589
N 0.64789 3.02664 0.72788
C 2.05549 3.38726 0.69600
C 3.01923 2.30833 0.26386
C 3.50591 1.37380 1.16671
C 4.29792 0.31778 0.75367
C 4.64799 0.19166 -0.58621
O 5.43871 -0.79731 -1.10486
C 5.48205 -2.04315 -0.44823
C 4.12980 -2.76841 -0.55336
O 4.11114 -3.98187 0.15868
C 4.21729 1.16335 -1.48799
C 3.41184 2.19994 -1.06609
C 0.15615 2.29901 1.87583
C 0.23996 0.77165 1.76730
H -5.11874 -1.94607 1.26205
H -5.01593 -0.98374 2.75005
H -6.25127 0.22209 0.96305
H -4.80034 1.08858 1.48577
H -5.80633 -1.47591 -1.07388
H -4.91772 -1.50188 -3.36364
H -3.27788 0.19921 -4.07520
H -2.55350 1.94199 -2.48448
H -3.43082 1.95536 -0.18707
H -3.31841 -2.18557 -0.04486
H -1.21028 -4.23237 0.12779
H 1.43556 -3.66517 -0.16891
H -1.51736 0.54849 0.53320
H 1.21905 0.71807 -0.79827
H -0.34358 0.74353 -1.63042
H -0.98923 2.81905 -0.49384
H 0.54705 3.06620 -1.33927
H 2.31655 3.73807 1.69795
H 2.14368 4.23680 0.00871
H 3.26596 1.46964 2.21642
H 4.64037 -0.39394 1.48880
H 5.77752 -1.93914 0.60503
H 6.25882 -2.61329 -0.96370
H 3.32844 -2.09688 -0.21525
H 3.94182 -3.02908 -1.59735
H 4.16935 -3.79193 1.10166
H 4.52113 1.07645 -2.51923
H 3.07586 2.93452 -1.78415
H -0.90006 2.57234 1.99875
H 0.69221 2.64000 2.76326
H -0.25719 0.31916 2.62587
H 1.27594 0.43674 1.73342
*
```

DFT (ωB97M-V/def2-TZVPD) results for the molecule C26H32N6O3.

Computed properties:
HOMO level: -0.2889 hartree
Lowest unoccupied orbital energy: 0.5244 eV
SMILES: CC[C@@H](c1nnnn1C1CCCCC1)N(Cc1ccco1)Cc1cc2ccc(OC)cc2[nH]c1=O

Geometry as ORCA input:
```
! wB97M-V def2-TZVPD RIJCOSX def2/J DEFGRID3
* xyz 0 1
C -2.66131 -2.04432 2.25063
C -2.43011 -0.58393 1.88670
C -0.93257 -0.25392 1.76345
C -0.39821 -0.92770 0.54918
N -1.08031 -1.25252 -0.52967
N -0.24410 -1.90117 -1.32364
N 0.90445 -2.00422 -0.79604
N 0.86191 -1.40356 0.39249
C 1.99248 -1.39845 1.28606
C 3.27850 -1.16643 0.49681
C 4.46938 -1.15849 1.44727
C 4.55342 -2.48142 2.20330
C 3.26316 -2.73515 2.97704
C 2.06119 -2.73092 2.03781
N -0.76588 1.20633 1.76489
C -0.57243 1.72991 3.10886
C 0.72584 1.34360 3.75168
C 2.00230 1.80028 3.58768
C 2.82075 1.01347 4.43586
C 1.98548 0.13389 5.04948
O 0.71872 0.32062 4.63963
C 0.15857 1.77437 0.79919
C -0.31400 1.56095 -0.61071
C -1.60782 1.70256 -0.97606
C -2.04284 1.41794 -2.30060
C -3.37351 1.52042 -2.71517
C -3.74995 1.20330 -3.99858
C -2.79144 0.76240 -4.92092
O -3.05748 0.42790 -6.20930
C -4.38677 0.49092 -6.66856
C -1.46344 0.65269 -4.53096
C -1.08316 0.97551 -3.23464
N 0.22179 0.88787 -2.83964
C 0.69599 1.15605 -1.58048
O 1.88966 1.04628 -1.33391
H -2.27180 -2.69579 1.47211
H -2.17053 -2.29092 3.19119
H -3.72464 -2.24217 2.35705
H -2.86659 0.06065 2.65050
H -2.90465 -0.36049 0.93199
H -0.40574 -0.68998 2.62921
H 1.84773 -0.58144 2.00154
H 3.38564 -1.96829 -0.23518
H 3.20525 -0.22520 -0.04983
H 5.38650 -0.99262 0.88071
H 4.36145 -0.33776 2.16054
H 5.39897 -2.46515 2.89370
H 4.71555 -3.29424 1.49231
H 3.31778 -3.69514 3.49405
H 3.13474 -1.95316 3.72958
H 2.15294 -3.53867 1.30834
H 1.13890 -2.88873 2.60423
H -1.38805 1.36328 3.73674
H -0.64129 2.81928 3.05063
H 2.32189 2.59968 2.95116
H 3.88005 1.09743 4.56799
H 2.15642 -0.63692 5.77476
H 1.18609 1.38720 0.88164
H 0.20040 2.85081 0.99863
H -2.33744 2.00071 -0.23745
H -4.11561 1.85353 -2.00508
H -4.78611 1.29273 -4.28235
H -4.35306 0.16794 -7.70786
H -4.78152 1.51091 -6.62092
H -5.03982 -0.18077 -6.10294
H -0.73726 0.30631 -5.24921
H 0.90474 0.53968 -3.50240
*
```

DFT (ωB97M-V/def2-TZVPD) results for C26H32N7O3RuS4 as an isolated structure.

Computed properties:
HOMO level: -0.3420 hartree
Lowest unoccupied orbital energy: -3.2823 eV

Geometry as ORCA input:
```
! wB97M-V def2-TZVPD RIJCOSX def2/J DEFGRID3
* xyz 1 1
Ru -0.98082 0.69107 0.50370
O -2.01026 1.71526 1.92689
N -3.12640 2.37757 1.55139
C -3.87371 2.90190 2.55119
C -5.00812 3.60135 2.26912
C -5.38179 3.76349 0.92576
C -4.61626 3.21529 -0.06661
C -3.45029 2.48969 0.24445
S -2.43165 1.74612 -0.91333
H -3.48184 2.70539 3.53719
H -5.59506 4.00956 3.07759
H -6.27772 4.31451 0.67445
H -4.88209 3.31472 -1.10908
C -0.40176 -3.34793 2.99167
C -1.82792 -2.87886 3.27086
S -2.28165 -1.22944 2.65138
C -3.40877 -1.60100 1.28812
C -2.72934 -2.24302 0.09564
S -1.49017 -1.15536 -0.71346
C -0.13116 -2.35214 -0.87736
C 0.61090 -2.70931 0.40324
S -0.07061 -4.09323 1.36976
H -0.15910 -4.13353 3.70944
H 0.31633 -2.54267 3.15529
H -1.96001 -2.82949 4.35325
H -2.54788 -3.61142 2.90080
H -3.84544 -0.63817 1.01292
H -4.22257 -2.23911 1.63568
H -3.45564 -2.49151 -0.68046
H -2.22316 -3.15401 0.40074
H 0.54624 -1.84988 -1.56523
H -0.52783 -3.23314 -1.38710
H 0.61350 -1.83959 1.05540
H 1.64388 -2.95572 0.15292
N 1.89329 0.82810 5.06336
N 1.64706 0.64325 3.71365
N 2.60852 0.38340 2.85986
C 1.91234 0.18350 1.74808
N 0.59637 0.31506 1.95710
N 0.44433 0.61317 3.23830
H 2.79907 1.27765 5.14022
H 1.15468 1.42152 5.42503
H 2.34886 -0.05814 0.79535
C 2.06961 -3.84254 -4.04127
O 1.90888 -2.45176 -3.76973
C 2.70592 -1.89685 -2.82170
C 3.60175 -2.59064 -2.02359
C 4.38469 -1.89361 -1.11034
C 4.28351 -0.51780 -0.99562
C 3.37314 0.17925 -1.77939
C 2.57814 -0.50785 -2.67836
N 1.71946 0.12486 -3.61112
C 1.22525 1.34366 -3.65927
C 1.06103 2.31734 -2.66503
C 0.99721 3.66806 -3.12361
C 0.90915 4.70735 -2.25198
C 0.85149 4.42795 -0.86717
C 0.81142 3.14744 -0.39395
C 0.84465 2.03476 -1.27815
O 0.63465 0.83157 -0.87229
H 3.10092 -4.06611 -4.31724
H 1.40997 -4.06188 -4.87447
H 1.77718 -4.43960 -3.17571
H 3.70150 -3.66226 -2.11460
H 5.08935 -2.43738 -0.49555
H 4.91517 0.02146 -0.30266
H 3.30552 1.25544 -1.70858
H 1.59739 -0.43039 -4.44948
H 0.92369 1.63068 -4.66285
H 1.06582 3.85269 -4.18930
H 0.88961 5.72782 -2.60567
H 0.81339 5.25165 -0.16481
H 0.71418 2.95179 0.66632
*
```